Entry from OMol25: a structure of composition C35H43FN3OPSe2Ta at a distorted geometry (ωB97M-V/def2-TZVPD).

Summary:
LUMO = -10.33 eV
Relative energy (zero: lowest compared OMol25 entry of this formula, charge and spin) = 7.7 kcal per mole
E = -187739.4575 eV
Net charge = +3
Orbital gap = 6.30 eV
Maximum force = 1.30 eV/Å

Last column: Mulliken charge in e.
Atoms and positions in Å:
Ta -0.61 -0.12 0.31  -0.08
Se -1.25 0.53 2.72  -0.08
P 0.53 -0.74 3.24  0.47
Se 1.00 -1.77 1.29  -0.34
C 1.91 0.29 3.76  1.43
C 3.13 0.25 3.10  -0.37
C 4.21 0.96 3.62  -0.81
C 4.05 1.70 4.78  -0.56
C 2.82 1.75 5.43  -0.74
C 1.74 1.04 4.93  -0.62
C 0.15 -1.99 4.46  1.48
C -0.59 -1.61 5.58  -0.32
C -0.79 -2.53 6.59  -0.85
C -0.25 -3.81 6.48  -0.50
C 0.47 -4.18 5.36  -0.80
C 0.68 -3.27 4.33  -0.51
H 3.26 -0.35 2.21  0.29
H 5.16 0.92 3.12  0.46
H 4.89 2.25 5.19  0.43
H 2.70 2.34 6.33  0.45
H 0.79 1.08 5.44  0.30
H -1.03 -0.62 5.65  0.34
H -1.36 -2.25 7.47  0.44
H -0.41 -4.53 7.28  0.42
H 0.88 -5.18 5.28  0.43
H 1.26 -3.56 3.47  0.31
C 0.84 -3.51 -1.85  -1.51
C 1.55 -2.38 -2.58  0.42
C 2.79 -1.89 -1.81  -1.08
C 0.74 -1.16 -3.04  0.20
C 1.25 -0.53 -4.17  -0.72
C 0.66 0.59 -4.72  -1.61
C -0.51 1.10 -4.17  -0.64
C -1.08 0.51 -3.05  1.11
C -2.43 1.02 -2.58  1.12
C -3.54 0.39 -3.45  -1.49
C -2.55 2.54 -2.64  -1.69
C -0.42 -0.61 -2.47  -0.97
N -1.05 -1.17 -1.29  3.23
C -2.07 -2.13 -1.46  0.54
C -2.34 -2.85 -2.61  -0.57
C -3.40 -3.74 -2.62  -0.99
C -4.20 -3.91 -1.49  -0.69
C -3.95 -3.19 -0.33  -0.93
C -2.89 -2.34 -0.37  0.37
F -2.55 -1.54 0.73  -0.07
H 1.57 -4.30 -1.64  0.49
H 0.06 -3.96 -2.46  0.39
H 0.39 -3.22 -0.90  0.07
H 1.92 -2.82 -3.51  0.50
H 2.51 -1.25 -0.98  -0.05
H 3.45 -1.32 -2.46  0.35
H 3.36 -2.74 -1.42  0.46
H 2.14 -0.94 -4.64  0.52
H 1.09 1.06 -5.60  0.49
H -1.00 1.94 -4.63  0.51
H -2.61 0.70 -1.54  0.00
H -3.41 0.69 -4.49  0.37
H -4.52 0.74 -3.12  0.46
H -3.53 -0.70 -3.40  0.26
H -2.77 2.88 -3.65  0.49
H -1.64 3.04 -2.30  0.23
H -3.39 2.88 -2.02  0.44
H -1.73 -2.71 -3.50  0.60
H -3.62 -4.30 -3.51  0.49
H -5.03 -4.60 -1.51  0.47
H -4.55 -3.30 0.57  0.56
C 2.38 1.76 -1.45  -0.71
N 1.42 2.85 -1.34  0.27
C 1.59 3.89 -2.37  -1.17
C 0.43 2.81 -0.47  0.18
O 0.08 1.61 -0.01  -0.46
N -0.23 3.85 0.00  0.27
C -1.48 3.72 0.76  -0.94
C 0.28 5.23 -0.07  -1.25
H 3.38 2.19 -1.52  0.54
H 2.19 1.17 -2.35  0.18
H 2.35 1.12 -0.57  -0.02
H 1.76 3.38 -3.32  0.40
H 2.45 4.52 -2.16  0.35
H 0.69 4.49 -2.47  0.40
H -1.96 2.77 0.58  0.19
H -2.15 4.51 0.44  0.42
H -1.28 3.84 1.82  0.35
H 1.36 5.24 -0.14  0.41
H -0.01 5.73 0.85  0.42
H -0.16 5.77 -0.91  0.38

=====

Entry from OMol25: a structure of composition C35H44AsPd at a distorted geometry (ωB97M-V/def2-TZVPD).

Summary:
LUMO (spin up / spin down) = -2.50 / -4.77 eV
E = -101320.1681 eV
Net charge = +1
Orbital gap (spin up / spin down) = 8.37 / 6.67 eV
Multiplicity = 3
Maximum force = 1.31 eV/Å
<S²> = 2.011

Last column: Mulliken spin population.
Atoms and positions in Å:
Pd 0.35 0.35 -0.24  0.80
C -0.96 1.03 -1.88  0.28
C -0.85 2.06 -0.90  0.24
C -2.05 1.94 -0.04  0.02
C -2.82 0.90 -0.57  0.07
C -2.22 0.35 -1.71  -0.02
C -2.85 -0.61 -2.66  0.15
C -3.55 0.21 -3.76  0.05
C -3.90 -1.48 -1.96  0.02
C -1.80 -1.52 -3.30  0.02
C -2.48 2.66 1.23  0.03
C -3.83 2.12 1.73  0.01
C -1.45 2.37 2.34  0.07
C -2.69 4.17 1.02  0.02
C 0.09 3.25 -1.17  0.04
C 1.24 2.81 -2.11  0.03
C -0.68 4.36 -1.89  0.03
C 0.75 3.82 0.10  0.03
H -0.42 1.01 -2.81  0.01
H -3.78 0.58 -0.18  0.01
H -4.31 0.87 -3.34  0.00
H -4.03 -0.47 -4.47  0.00
H -2.83 0.82 -4.31  -0.01
H -4.74 -0.89 -1.60  0.00
H -3.46 -2.02 -1.11  0.00
H -4.30 -2.22 -2.66  0.00
H -1.06 -0.94 -3.86  0.00
H -2.27 -2.22 -3.98  0.00
H -1.28 -2.09 -2.53  0.00
H -3.80 1.05 1.95  0.00
H -4.63 2.31 1.01  0.00
H -4.09 2.64 2.65  0.00
H -1.41 1.30 2.54  -0.01
H -1.76 2.87 3.26  0.00
H -0.46 2.71 2.08  -0.01
H -3.37 4.34 0.19  0.00
H -1.77 4.71 0.83  0.00
H -3.13 4.59 1.92  0.00
H 0.88 2.63 -3.12  0.00
H 1.74 1.90 -1.76  -0.02
H 1.99 3.59 -2.16  0.00
H -1.07 4.00 -2.85  0.00
H 0.00 5.19 -2.09  0.00
H -1.51 4.73 -1.30  -0.01
H 1.16 3.02 0.71  0.00
H 0.05 4.39 0.70  0.01
H 1.56 4.48 -0.19  0.00
C 4.71 -4.02 3.64  0.00
C 3.94 -3.03 4.22  0.00
C 3.05 -2.29 3.45  0.00
C 2.94 -2.56 2.09  0.01
C 3.72 -3.55 1.50  0.00
C 4.61 -4.28 2.28  0.00
As 1.81 -1.38 0.99  0.05
C 3.25 -0.18 0.40  0.01
C 3.16 1.14 0.84  0.01
C 4.13 2.08 0.48  0.01
C 5.21 1.68 -0.30  0.00
C 5.33 0.35 -0.69  0.00
C 4.35 -0.57 -0.35  0.00
C 1.62 -2.45 -0.63  0.00
C 1.25 -3.79 -0.55  -0.01
C 1.12 -4.56 -1.70  0.00
C 1.38 -3.99 -2.94  0.01
C 1.72 -2.65 -3.04  0.00
C 1.82 -1.88 -1.89  0.03
H 5.40 -4.60 4.24  0.00
H 4.03 -2.82 5.28  0.00
H 2.45 -1.52 3.90  0.00
H 3.63 -3.76 0.44  0.00
H 5.22 -5.04 1.81  0.00
H 2.37 1.42 1.52  -0.01
H 4.05 3.10 0.81  0.00
H 5.97 2.39 -0.58  0.00
H 6.20 0.03 -1.25  0.00
H 4.46 -1.61 -0.66  0.00
H 1.08 -4.24 0.42  0.00
H 0.85 -5.60 -1.62  0.00
H 1.31 -4.60 -3.83  0.00
H 1.92 -2.22 -4.00  0.00
H 2.13 -0.84 -1.98  -0.01

=====

Entry from OMol25: a structure of composition C35H44HgN5O9 (ωB97M-V/def2-TZVPD).

Summary:
LUMO (spin up / spin down) = 3.66 / 3.66 eV
E = -67065.6738 eV
Net charge = -2
Orbital gap (spin up / spin down) = 4.45 / 7.11 eV
Multiplicity = 2
Maximum force = 0.29 eV/Å
<S²> = 0.771

Last column: Mulliken spin population.
Atoms and positions in Å:
Hg -0.19 -0.39 -2.15  -0.01
O -0.47 -3.33 -5.01  0.00
C 0.11 -2.47 -4.34  0.00
O 0.08 -2.39 -3.07  0.00
C 0.93 -1.43 -5.10  0.00
O 1.80 -0.72 -4.25  0.00
C 2.06 0.58 -4.73  0.00
C 0.84 1.53 -4.69  0.00
O 0.92 2.52 -5.42  0.00
O -0.10 1.21 -3.90  0.00
H -1.86 -3.76 -4.00  0.00
H 0.20 -0.76 -5.57  0.00
H 1.49 -1.94 -5.90  0.00
H 2.44 0.55 -5.76  0.00
H 2.84 1.00 -4.09  0.00
O -5.67 -5.04 1.00  0.00
C -4.76 -4.52 1.67  0.00
O -4.51 -4.60 2.89  0.00
C -3.82 -3.58 0.88  0.00
C -3.07 -2.60 1.53  0.00
C -2.24 -1.78 0.80  0.01
N -2.10 -1.87 -0.52  0.00
C -2.83 -2.79 -1.15  0.00
C -3.68 -3.67 -0.50  0.00
C -2.67 -2.75 -2.64  0.00
O -2.42 -3.93 -3.19  0.00
O -2.70 -1.71 -3.25  0.00
H -3.14 -2.52 2.61  0.00
H -1.64 -1.00 1.28  -0.01
H -4.26 -4.40 -1.04  0.00
C -3.02 3.85 3.08  0.01
C -3.84 3.11 2.02  0.00
C -4.75 4.13 1.33  0.00
C -4.70 2.05 2.72  -0.01
C -2.97 2.42 0.98  -0.07
C -3.58 1.73 -0.10  0.17
C -2.79 1.05 -0.99  -0.07
N -1.46 1.04 -0.92  0.15
C -0.82 1.73 0.06  0.12
C -1.60 2.41 1.04  0.10
C 0.61 1.71 0.08  0.16
C 1.39 2.41 1.04  0.10
C 2.76 2.44 0.97  -0.07
C 3.38 1.76 -0.11  0.22
C 2.57 1.06 -0.98  -0.09
N 1.25 1.00 -0.90  0.15
C 3.63 3.16 2.00  0.00
C 4.49 4.22 1.28  0.00
C 4.54 2.14 2.68  -0.01
C 2.80 3.87 3.07  0.01
H -3.69 4.33 3.79  0.00
H -2.39 4.62 2.63  0.00
H -2.38 3.16 3.64  0.00
H -5.37 4.64 2.07  0.00
H -5.42 3.65 0.61  0.00
H -4.16 4.88 0.79  0.00
H -5.35 2.52 3.47  0.00
H -4.07 1.32 3.23  0.00
H -5.32 1.51 2.01  0.00
H -4.66 1.69 -0.21  0.03
H -3.22 0.46 -1.79  0.00
H -1.09 2.92 1.84  0.04
H 0.88 2.94 1.84  0.04
H 4.45 1.75 -0.25  0.04
H 3.02 0.51 -1.80  -0.01
H 5.14 3.76 0.54  0.00
H 5.11 4.74 2.01  0.00
H 3.86 4.94 0.77  0.00
H 5.18 1.63 1.96  0.00
H 3.95 1.38 3.19  0.00
H 5.18 2.63 3.42  0.00
H 2.14 4.62 2.64  0.00
H 3.48 4.38 3.77  0.00
H 2.20 3.16 3.64  0.00
C 2.70 -2.56 -1.09  0.00
C 3.60 -3.50 -0.25  0.00
N 2.87 -4.00 0.92  0.00
C 2.53 -2.86 1.78  0.00
C 1.76 -1.78 0.96  -0.02
N 1.45 -2.30 -0.37  0.00
C 0.72 -3.56 -0.23  0.00
C 1.62 -4.62 0.45  0.00
H 2.43 -2.98 -2.06  0.00
H 3.20 -1.61 -1.27  0.01
H 4.49 -2.98 0.11  0.00
H 3.93 -4.36 -0.84  0.00
H 3.45 -2.45 2.19  0.00
H 1.93 -3.24 2.61  0.00
H 2.35 -0.87 0.85  0.02
H 0.82 -1.51 1.45  0.00
H 0.39 -3.88 -1.22  0.00
H -0.17 -3.37 0.37  0.00
H 1.89 -5.42 -0.24  0.00
H 1.12 -5.08 1.31  0.00

=====

Entry from OMol25: the molecule C35H44N4S at a distorted geometry (ωB97M-V/def2-TZVPD).

Summary:
LUMO = 0.26 eV
E = -53800.2639 eV
Orbital gap = 4.82 eV
Maximum force = 5.06 eV/Å

Last column: Mulliken charge in e.
Atoms and positions in Å:
C -3.06 -3.77 -1.10  -1.56
C -1.67 -3.29 -1.52  1.53
C -1.31 -3.80 -2.91  -1.41
C -0.60 -3.67 -0.49  0.62
C -0.36 -5.02 -0.26  -0.34
C 0.65 -5.44 0.60  -1.52
C 1.48 -4.49 1.20  -0.61
C 1.28 -3.13 0.97  0.84
C 2.28 -2.12 1.54  2.31
C 3.73 -2.54 1.31  -1.79
C 2.05 -1.89 3.03  -1.38
C 0.19 -2.72 0.18  -1.23
N 0.03 -1.31 -0.15  1.63
N 0.35 -0.97 -1.42  -1.02
N -0.24 0.23 -1.63  1.69
C 0.30 1.11 -2.65  -1.11
C -0.42 1.29 -3.84  0.11
C -1.63 0.41 -4.14  1.36
C -1.33 -0.55 -5.29  -1.44
C -2.89 1.24 -4.42  -1.44
C 0.03 2.23 -4.76  -0.27
C 1.20 2.95 -4.52  -1.54
C 1.94 2.72 -3.36  -0.38
C 1.52 1.77 -2.42  0.79
C 2.37 1.51 -1.17  2.29
C 2.22 2.63 -0.15  -1.26
C 3.84 1.27 -1.51  -1.66
C -0.93 0.64 -0.50  0.30
C -1.61 1.94 -0.48  -1.16
C -0.72 -0.29 0.45  0.65
C -1.00 -0.17 1.88  -2.39
H -3.31 -3.38 -0.10  0.39
H -3.81 -3.41 -1.81  0.44
H -3.11 -4.86 -1.07  0.31
H -1.69 -2.20 -1.56  -0.54
H -0.32 -3.42 -3.21  0.30
H -1.28 -4.89 -2.93  0.34
H -2.04 -3.45 -3.65  0.40
H -0.99 -5.76 -0.77  0.35
H 0.82 -6.50 0.78  0.34
H 2.30 -4.81 1.85  0.34
H 2.10 -1.18 1.00  -0.96
H 3.90 -2.81 0.26  0.39
H 4.41 -1.71 1.56  0.44
H 4.00 -3.40 1.94  0.36
H 1.03 -1.54 3.22  0.27
H 2.20 -2.83 3.58  0.37
H 2.74 -1.13 3.41  0.37
H -1.81 -0.19 -3.24  -0.30
H -0.45 -1.16 -5.06  0.32
H -2.18 -1.23 -5.47  0.40
H -1.13 0.00 -6.22  0.35
H -3.12 1.88 -3.56  0.30
H -2.75 1.87 -5.30  0.31
H -3.74 0.57 -4.59  0.43
H -0.54 2.39 -5.68  0.35
H 1.55 3.69 -5.24  0.35
H 2.87 3.27 -3.17  0.34
H 1.98 0.58 -0.74  -1.03
H 1.17 2.80 0.11  0.08
H 2.76 2.37 0.77  0.38
H 2.63 3.57 -0.55  0.37
H 3.93 0.47 -2.24  0.41
H 4.30 2.18 -1.91  0.31
H 4.38 0.98 -0.60  0.41
H -2.27 1.98 0.39  0.44
H -0.91 2.79 -0.42  0.08
H -2.22 2.08 -1.39  0.05
H -1.95 0.33 2.11  0.78
H -0.85 -1.10 2.44  0.52
C -1.34 5.00 7.54  -0.44
C -1.20 3.64 7.89  -0.44
C -1.22 2.66 6.90  -0.39
C -1.35 3.01 5.55  0.30
N -1.31 2.02 4.55  -0.54
C -0.68 1.51 3.66  0.74
S 0.52 1.13 2.64  -0.34
C -1.50 4.36 5.20  -0.35
C -1.48 5.35 6.19  -0.47
H -1.33 5.77 8.32  0.35
H -1.08 3.35 8.93  0.34
H -1.11 1.60 7.14  0.38
H -1.60 4.61 4.15  0.37
H -1.59 6.40 5.91  0.34

=====

Entry from OMol25: a structure of composition C35H44N9O9S2ScSe2Te2 (ωB97M-V/def2-TZVPD).

Summary:
LUMO (spin up / spin down) = -1.00 / -0.84 eV
Relative energy (zero: lowest compared OMol25 entry of this formula, charge and spin) = 0.0 kcal per mole
E = -256501.1464 eV
Orbital gap (spin up / spin down) = 4.97 / 5.98 eV
Maximum force = 0.98 eV/Å

Last column: Mulliken charge in e.
Atoms and positions in Å:
Sc 0.02 0.41 1.39  0.36
Se -3.63 2.90 -0.01  -0.21
Te -2.27 5.03 3.41  -0.21
Te 0.11 4.30 2.65  -0.13
Se 0.34 1.97 3.46  -0.54
O -6.86 1.15 4.88  -0.51
C -6.12 0.11 5.34  0.59
O -6.59 -0.63 6.15  -0.58
C -4.74 -0.05 4.77  1.29
C -4.12 0.89 3.96  -1.32
C -2.85 0.67 3.46  -0.73
C -2.15 -0.49 3.78  0.72
C -2.78 -1.44 4.59  -0.62
C -4.06 -1.22 5.07  -1.19
N -0.88 -0.69 3.22  0.99
C -0.03 -1.49 3.84  -1.01
C 1.23 -1.75 3.28  0.71
C 2.18 -2.59 3.93  -1.19
C 3.39 -2.83 3.36  -0.80
C 3.70 -2.20 2.12  -1.57
C 2.76 -1.38 1.56  -0.82
N 1.54 -1.13 2.09  1.75
H -6.35 1.66 4.24  0.26
H -4.59 1.84 3.70  0.20
H -2.39 1.43 2.83  0.08
H -2.29 -2.38 4.81  0.42
H -4.55 -1.96 5.70  0.43
H -0.25 -1.92 4.81  0.49
H 1.91 -3.04 4.87  0.50
H 4.11 -3.48 3.84  0.44
H 4.65 -2.36 1.63  0.51
H 2.99 -0.86 0.64  1.06
C -1.41 4.64 -1.33  -0.95
O -0.96 3.43 -0.71  0.15
C -1.82 2.65 -0.05  0.27
O -1.21 1.70 0.53  -0.21
H -1.32 5.46 -0.62  0.25
H -2.45 4.54 -1.66  0.43
H -0.75 4.80 -2.18  0.19
N -4.86 -5.26 0.53  -0.34
C -5.05 -4.12 1.22  -0.29
S -6.34 -3.86 2.20  -0.32
C -3.96 -3.11 1.04  0.95
C -2.63 -3.50 0.98  -1.32
C -1.66 -2.52 0.88  -0.30
N -1.93 -1.22 0.83  1.22
C -3.22 -0.85 0.85  -0.31
C -4.26 -1.76 0.97  -1.17
H -5.55 -5.99 0.60  0.22
H -4.13 -5.34 -0.15  0.20
H -2.34 -4.54 1.05  0.53
H -0.60 -2.80 0.89  0.32
H -3.42 0.21 0.77  0.06
H -5.28 -1.42 1.04  0.50
C 3.94 1.46 2.43  -0.94
N 4.03 1.72 1.00  0.44
C 5.37 1.85 0.45  -0.63
C 5.36 2.77 -0.75  -0.87
C 4.34 2.25 -1.74  -0.58
N 3.05 2.07 -1.09  0.45
C 1.89 2.07 -1.96  -0.34
C 2.93 1.72 0.22  -0.15
O 1.80 1.44 0.68  -0.22
H 4.45 2.27 2.97  0.47
H 4.42 0.51 2.68  0.34
H 2.90 1.44 2.75  -0.05
H 5.76 0.87 0.17  0.28
H 6.01 2.24 1.24  0.37
H 6.35 2.82 -1.21  0.39
H 5.08 3.78 -0.44  0.31
H 4.68 1.30 -2.17  0.30
H 4.20 2.95 -2.57  0.36
H 1.89 2.99 -2.54  0.48
H 0.99 2.04 -1.36  -0.38
H 1.92 1.21 -2.64  0.07
C 3.34 1.73 -6.15  -1.28
C 1.85 1.48 -5.91  -0.38
S 1.58 -0.22 -5.47  1.23
O 1.88 -1.04 -6.61  -0.72
O 2.26 -0.46 -4.22  -0.59
C -0.18 -0.28 -5.19  -0.72
C -0.62 -1.47 -4.36  -1.41
N -0.11 -1.44 -2.99  0.69
C -0.48 -0.53 -2.06  -0.03
N 0.21 -0.67 -0.94  1.78
C 1.07 -1.71 -1.15  -1.68
C 0.88 -2.19 -2.41  -0.70
N 1.60 -3.27 -3.02  1.24
O 1.24 -3.65 -4.12  -0.68
O 2.53 -3.72 -2.39  -0.65
C -1.57 0.46 -2.27  -0.88
H 3.52 2.80 -6.23  0.38
H 3.67 1.24 -7.06  0.37
H 3.93 1.33 -5.32  0.28
H 1.25 1.67 -6.81  0.49
H 1.47 2.08 -5.08  0.25
H -0.61 -0.36 -6.19  0.68
H -0.48 0.67 -4.75  0.43
H -0.31 -2.40 -4.82  0.55
H -1.71 -1.47 -4.31  0.45
H 1.75 -2.09 -0.42  1.04
H -2.23 0.17 -3.09  0.73
H -1.17 1.45 -2.48  0.10
H -2.17 0.53 -1.37  -0.54